Here is a cluster of 2 separate species, C15H23ClO4S in total at a distorted geometry from the OMol25 dataset. Energies are from wB97M-V/def2-TZVPD.

Energy: -1744.54551 hartree
E_LUMO: -1.0 eV
Net charge: 0

Last column: natural (NBO) charge in e.
Cartesian coordinates (Å):
S -4.3153 2.4322 1.5047  1.26
H 2.6769 -1.0663 -2.5289  0.16
H -0.8699 1.9206 0.6922  0.26
C -0.5729 1.6363 -0.3715  -0.60
C 3.5705 -2.2848 -0.9213  -0.66
H -4.8438 0.7752 -0.1588  0.23
C 2.3732 -0.6856 3.3519  -0.28
H 0.3193 -2.6800 -1.0452  0.22
H 2.9946 -0.5994 4.2936  0.26
H -1.3708 -0.3852 -0.0405  0.24
C 2.8064 0.2787 -0.6750  -0.48
H -1.0246 -0.2117 -2.4770  0.21
H 3.8041 -3.0353 -1.7590  0.21
C 0.1215 -0.9163 2.0799  0.51
O -0.9845 -1.4600 2.1794  -0.50
H -4.7276 3.2177 -0.7328  0.23
O 4.2171 -0.8714 1.8109  -0.51
H 0.7815 -0.1476 -2.3914  0.20
H 2.1488 1.0174 -1.2315  0.24
H -6.0892 3.5835 0.3695  0.23
C 0.9795 -0.8038 3.4189  -0.05
C -0.1830 -2.1704 -1.9200  -0.63
H 4.4757 -2.3249 -0.2316  0.25
H 0.3797 2.1548 -0.6944  0.19
C -5.0032 3.5530 0.2686  -0.83
C 3.0050 -0.6374 1.8871  0.53
O -2.8547 2.2950 1.2196  -1.00
C -5.1276 0.9461 0.8812  -0.83
H -4.8084 0.0987 1.4882  0.25
H 4.6079 -0.8739 -3.1414  0.47
H -1.4475 1.8184 -1.0846  0.21
C 2.0970 -0.2498 0.6328  -0.05
H 0.2710 -2.4982 -2.9203  0.21
H 3.7356 0.8504 -0.3282  0.25
O 4.6515 -0.4965 -2.2386  -0.73
H 2.6280 -2.6891 -0.4209  0.21
H -4.5960 4.5492 0.4421  0.24
C -0.1303 -0.5619 -1.8471  -0.40
C 3.3717 -0.8781 -1.6361  0.11
Cl 0.0896 -0.8660 5.0114  0.00
C 0.7019 -0.3609 0.6987  -0.02
H -6.2096 1.0620 0.9618  0.23
H -1.2879 -2.4629 -2.0016  0.21
C -0.3611 0.0283 -0.3948  -0.27